1.
32
Properties=species:S:1:pos:R:3:forces:R:3:lowdin_spin:R:1 method="wB97M-V/def2-TZVPD" e_homo_ev="-12.03 / -12.03" lumo_energy_ev="-8.84 / -8.70" spin_multiplicity=6 charge=+1 energy_ev=-62628.9606
Mn 1.981688 -1.291580 3.138790 -2.176 0.930 -2.270 4.9444
Cl 0.206728 -0.523790 1.392560 2.341 -1.164 2.153 0.0537
C 0.604767 2.233400 -2.208030 0.923 -1.688 -1.615 0.0000
C -0.602422 1.326760 -2.116410 0.398 0.108 0.956 0.0000
O -1.204812 1.517170 -0.868000 -1.339 0.370 0.815 -0.0016
O 1.495948 2.102500 -1.087330 -0.698 1.257 0.141 0.0003
H 0.306637 3.221490 -2.558590 0.202 0.533 1.519 0.0000
H 1.148687 1.920610 -3.099330 0.281 -0.318 -0.272 0.0000
H -0.351552 0.266210 -2.096360 0.390 -0.202 -1.015 -0.0001
H -1.314102 1.578750 -2.902610 -0.022 -0.238 0.018 0.0000
H -0.693332 1.037410 -0.212400 0.063 0.356 -0.085 -0.0001
H 1.836348 1.210160 -0.990080 -0.187 -0.117 -0.590 0.0001
C 1.563968 -3.585040 -2.081180 -1.754 0.448 0.057 0.0001
C 2.436148 -4.605110 -2.726940 1.058 0.310 0.998 0.0000
O 3.804488 -4.190490 -2.603210 -0.180 -0.606 -0.538 0.0000
O 1.633508 -3.420590 -0.624150 1.048 -0.834 -0.664 0.0016
H 0.607487 -4.027820 -2.359020 -0.761 0.610 0.290 0.0000
H 1.675178 -2.618470 -2.572580 0.087 0.058 0.111 0.0000
H 2.175337 -4.714840 -3.779570 0.150 0.757 -0.202 0.0000
H 2.100467 -5.583320 -2.382680 0.981 -0.380 0.746 0.0000
H 4.289008 -4.595720 -1.880290 -0.379 -0.275 0.057 0.0000
H 0.956428 -2.835080 -0.277250 -0.295 0.029 -0.714 0.0004
C -1.936863 1.992630 3.626160 0.086 0.139 -0.155 0.0002
C -2.828912 3.199470 4.086530 -0.122 -1.698 -1.393 0.0001
O -2.880642 4.146930 3.079550 -0.110 1.100 -0.543 0.0001
O -2.368232 1.396820 2.360630 -0.739 0.976 1.384 0.0006
H -2.011972 1.294000 4.459450 0.157 -0.516 -0.025 0.0000
H -0.900882 2.305940 3.497030 0.125 0.218 0.150 0.0001
H -2.526592 3.693010 5.010170 0.428 -0.445 0.058 0.0000
H -3.815962 2.757890 4.223770 -0.209 0.042 0.371 0.0000
H -3.669152 4.000070 2.552020 0.141 0.016 -0.153 0.0000
H -1.717382 0.790630 1.999350 0.114 0.224 0.411 0.0003


2.
18
Properties=species:S:1:pos:R:3:forces:R:3:nbo_charge:R:1 method="wB97M-V/def2-TZVPD" e_homo_ev=-25.08 lumo_energy_ev=-22.68 charge=+6 energy_ev=-54257.1668
Ag -4.297990 0.728523 -0.833055 -0.139 0.356 0.244 0.6211
Ag 1.403202 -0.620995 -2.106686 0.315 -0.106 -0.121 0.9613
Ag -1.127157 -0.195790 3.458076 -0.195 0.258 0.070 0.7921
Ag -1.764879 0.732988 -3.104170 -0.270 0.162 0.107 0.7940
Ag -3.211314 -2.072898 1.763002 -0.113 0.254 -0.030 0.7134
Ag 1.763065 -0.096968 1.303049 -0.001 0.099 -0.036 0.9378
Ag -0.097235 -3.660331 2.522926 0.228 -0.640 0.168 0.9957
Ag 0.856153 2.492384 -1.286350 0.037 0.347 0.010 0.9440
Ag -2.100858 2.562988 0.808354 -0.283 0.028 0.001 0.5647
Ag -3.435966 -2.361977 -1.823065 -0.091 -0.247 -0.117 0.9625
C -0.989231 -0.485821 -0.028921 0.210 0.077 0.297 0.8533
O -0.094458 0.475121 -0.216889 -0.101 -0.988 0.084 -1.0611
O -0.832439 -1.285095 1.002724 -0.399 0.689 -0.549 -1.0110
O -2.005472 -0.565645 -0.832548 0.452 -0.456 -0.079 -1.0613
C 3.959678 1.077992 -0.145440 -1.166 0.092 -1.721 0.8953
O 2.786734 0.928396 -0.650920 0.650 0.103 0.732 -0.7804
O 4.789859 1.835671 -0.686070 0.428 -0.419 0.839 0.0549
O 4.398307 0.511458 0.855982 0.438 0.392 0.103 -0.1764


3.
19
Properties=species:S:1:pos:R:3:forces:R:3:nbo_charge:R:1 method="wB97M-V/def2-TZVPD" e_homo_ev=-8.60 smiles=NOC(N)N.CN lumo_energy_ev=1.01 energy_ev=-10274.4674
C 0.809350 -0.020293 -1.558952 -1.427 0.687 0.072 0.4109
N -1.690614 0.924810 -1.277405 0.208 -0.524 -0.151 -0.5490
N 0.866667 -1.262720 -0.945268 -0.223 0.269 0.068 -0.8365
N 1.925716 0.783688 -1.368748 0.482 1.135 0.283 -0.8236
O -0.316127 1.089821 -0.941498 0.300 -0.573 -0.375 -0.5782
H 0.499929 -0.075307 -2.605917 -0.177 -0.002 0.251 0.1695
H -1.888701 1.562111 -2.047816 0.119 0.013 0.131 0.3272
H -2.211987 1.278169 -0.476901 0.158 -0.101 -0.080 0.3348
H 0.043650 -1.821583 -1.127501 0.089 0.033 -0.006 0.3796
H 1.045375 -1.174370 0.059494 -0.151 -0.047 -0.202 0.4058
H 1.583493 1.760580 -1.397979 0.525 -0.752 -0.173 0.3891
H 2.321128 0.654112 -0.442703 0.029 -0.177 -0.061 0.3646
C -0.788369 -0.952660 2.154970 -0.070 -0.068 0.068 -0.4142
N 0.317215 -0.122018 1.689104 0.097 0.366 0.225 -0.8779
H 0.730186 0.379799 2.469623 -0.054 -0.059 -0.105 0.3548
H -0.022748 0.568822 1.015882 0.145 -0.156 0.089 0.3917
H -1.234780 -1.457517 1.294608 -0.010 0.006 0.087 0.1913
H -1.583483 -0.396916 2.671505 0.063 -0.099 -0.053 0.1694
H -0.405901 -1.718527 2.835500 -0.102 0.051 -0.069 0.1906


4.
48
Properties=species:S:1:pos:R:3:forces:R:3:nbo_charge:R:1 method="wB97M-V/def2-TZVPD" e_homo_ev=-9.95 smiles=BrCCBr.BrCCBr.BrCCBr.BrCCBr.BrCCBr.BrCCBr lumo_energy_ev=0.21 energy_ev=-853344.0847
Br 1.030995 3.053750 6.724240 0.035 -0.403 -0.646 -0.0068
C 1.099673 2.212373 4.942025 0.241 0.033 -0.610 -0.4428
C -0.051176 1.253304 4.759902 0.059 -0.357 0.596 -0.4381
Br -0.052036 0.365499 3.011674 0.083 0.330 0.137 -0.0163
H 2.038602 1.677300 4.811158 0.084 0.089 0.442 0.2229
H 1.110908 3.007188 4.199279 -0.242 0.144 0.160 0.2340
H -1.015257 1.719281 4.937954 -0.044 -0.024 -0.272 0.2306
H 0.075780 0.409745 5.432896 -0.169 0.122 0.165 0.2241
Br 0.771016 7.680253 -0.102461 0.085 -0.287 0.078 -0.0260
C 0.814650 5.915143 0.755421 -0.052 0.056 0.007 -0.4392
C -0.288937 5.056991 0.179731 -0.205 0.382 0.245 -0.4489
Br -0.502251 3.490061 1.323673 -0.015 0.034 -0.132 -0.0176
H 0.657344 6.078515 1.817195 -0.042 0.127 -0.035 0.2251
H 1.805089 5.494733 0.610831 -0.031 0.043 -0.107 0.2379
H -0.126264 4.760388 -0.852940 0.181 -0.263 0.112 0.2306
H -1.236040 5.587380 0.229185 -0.017 -0.057 0.039 0.2278
Br 4.213850 3.722538 2.612669 0.345 -0.120 -0.002 -0.0459
C 4.695301 2.277403 1.348967 -0.919 0.862 0.608 -0.4228
C 3.379363 1.729644 0.837130 0.569 0.005 -0.856 -0.4344
Br 2.560246 2.935872 -0.510116 0.389 -0.577 0.430 -0.0313
H 5.251066 1.540756 1.921280 -0.024 -0.035 -0.026 0.2329
H 5.313073 2.771764 0.608756 -0.018 -0.252 -0.168 0.2369
H 2.664812 1.550411 1.632586 -0.137 0.096 -0.057 0.2391
H 3.582056 0.810962 0.294038 -0.193 -0.128 -0.075 0.2282
Br -0.106851 -4.068827 -3.284198 -0.234 -0.380 -0.027 -0.0249
C -1.267716 -5.573234 -3.805998 0.335 0.006 -0.567 -0.4356
C -0.943490 -5.948878 -5.238755 -0.283 -0.607 0.192 -0.4217
Br -1.961769 -7.573256 -5.721020 -0.032 0.336 0.116 -0.0314
H -2.291434 -5.235681 -3.687191 -0.020 -0.055 0.053 0.2262
H -1.036985 -6.426758 -3.176840 -0.056 0.229 0.315 0.2302
H 0.077357 -6.300675 -5.327956 0.127 0.395 -0.100 0.2284
H -1.211588 -5.193843 -5.967308 0.141 0.056 0.009 0.2302
Br 1.369323 -2.089932 -0.306719 0.210 0.106 0.075 0.0069
C 0.631406 -0.767697 -1.504933 -1.124 0.353 -0.582 -0.4600
C -0.467787 0.026359 -0.788053 1.081 0.299 -0.279 -0.4314
Br -1.182744 1.493749 -1.893761 0.172 -0.591 0.007 -0.0214
H 0.168069 -1.299814 -2.333824 0.215 -0.142 -0.025 0.2204
H 1.431243 -0.150321 -1.898913 0.058 0.109 0.222 0.2321
H -0.007791 0.548374 0.044790 -0.372 -0.068 0.314 0.2297
H -1.288101 -0.626289 -0.516376 -0.068 0.163 0.228 0.2228
Br -5.482829 -2.879187 -2.237110 0.273 -0.329 0.301 -0.0215
C -4.438478 -3.300147 -0.616753 -0.615 0.748 0.242 -0.4335
C -2.982378 -3.167831 -0.916422 0.475 -1.003 -0.136 -0.4364
Br -1.962100 -3.408550 0.753736 -0.333 0.228 -0.366 -0.0115
H -4.683673 -4.292947 -0.252123 -0.101 -0.056 -0.282 0.2293
H -4.789362 -2.577678 0.116067 0.101 0.019 -0.024 0.2277
H -2.674106 -2.267891 -1.438279 -0.102 0.213 0.321 0.2278
H -2.690080 -4.020302 -1.527134 0.188 0.149 -0.040 0.2177


5.
38
Properties=species:S:1:pos:R:3:forces:R:3:nbo_charge:R:1 method="wB97M-V/def2-TZVPD" e_homo_ev=-8.82 smiles=OCCOCCOCCOCCOCCO lumo_energy_ev=0.44 energy_ev=-23008.0569
C 1.198077 1.763046 -2.066213 0.125 -0.057 0.544 -0.1154
C 0.113313 2.153523 -1.095789 -1.332 2.332 -2.068 -0.0869
C 1.479505 2.028956 0.770192 0.002 -0.032 -0.298 -0.0971
C 1.394469 1.399488 2.119734 -1.086 -0.109 0.952 -0.0765
C 1.693961 -0.896424 1.677004 -2.738 -1.670 -1.378 -0.0975
C 1.316066 -1.259091 0.237084 0.251 -1.837 -0.742 -0.0900
C -0.197758 -2.519109 -1.074322 -1.664 0.841 -1.071 -0.0893
C -1.244725 -1.396492 -1.295450 -1.544 -1.792 -0.338 -0.0973
C -2.386145 -1.533171 0.870021 -1.838 -1.480 0.119 -0.1087
C -2.610274 -0.064774 1.225688 -0.014 -1.401 1.810 -0.1022
H 1.925327 0.240957 -2.892372 -0.060 -0.643 -0.200 0.4706
H 1.062200 2.367351 -2.952904 0.126 0.244 -0.278 0.1826
H 2.166556 1.979653 -1.585815 -0.085 -0.083 -0.727 0.1660
H -0.786583 1.732737 -1.532903 -0.457 -0.387 0.372 0.2029
H -0.133467 3.275926 -1.116947 0.865 -1.029 -0.431 0.1710
H 2.208018 1.504959 0.148042 0.544 0.158 0.375 0.1593
H 1.698606 3.112364 0.816542 0.195 -0.289 0.038 0.1812
H 0.766609 1.999873 2.808358 0.333 -0.242 -0.439 0.1996
H 2.385797 1.321801 2.518371 0.691 0.014 0.566 0.1690
H 1.535279 -1.821166 2.267330 0.228 0.647 0.101 0.2053
H 2.675077 -0.553993 1.713106 1.919 0.454 0.256 0.1716
H 0.787300 -0.455084 -0.180731 -0.024 1.413 -0.442 0.1978
H 2.140135 -1.539828 -0.451701 0.093 0.308 0.537 0.1602
H -0.680808 -3.517142 -1.139550 0.273 0.591 0.193 0.1991
H 0.516636 -2.420861 -1.887720 0.441 -0.139 -0.272 0.1630
H -1.630138 -1.435980 -2.330253 0.621 0.314 0.242 0.1920
H -0.810002 -0.446559 -1.055747 0.036 0.538 -0.025 0.1784
H -1.479094 -1.963426 1.258531 0.588 0.279 -0.053 0.2037
H -3.186906 -2.303186 1.239650 0.901 1.862 -0.484 0.1783
H -1.683339 0.456774 0.949478 -0.340 0.350 0.113 0.1800
H -2.794896 0.006298 2.344480 0.420 0.167 -1.269 0.1770
H -3.681897 0.105561 -0.327125 -0.078 -0.220 -0.331 0.4743
O 1.095621 0.359698 -2.421704 0.508 1.198 0.214 -0.7253
O 0.241529 1.798494 0.200472 -0.901 -0.890 1.007 -0.5260
O 0.783626 0.112334 2.064084 0.611 0.424 1.075 -0.5230
O 0.380377 -2.356565 0.155769 1.444 -0.441 2.260 -0.5527
O -2.484756 -1.612913 -0.564441 1.166 -0.241 -0.024 -0.5726
O -3.773294 0.375972 0.587752 -0.223 0.845 0.096 -0.7221


6.
15
Properties=species:S:1:pos:R:3:forces:R:3:nbo_charge:R:1 method="wB97M-V/def2-TZVPD" e_homo_ev="-7.78 / -7.78" lumo_energy_ev="0.80 / 0.80" energy_ev=-9199.0266
C 1.631217 1.033388 -0.349409 -0.006 -0.721 0.213 -0.6806
C -0.977591 0.050521 0.344423 1.024 -1.707 -0.575 0.5000
N -0.353648 -2.111423 -0.091802 -0.448 -0.697 -0.479 -0.6840
N -2.077236 -0.052557 -0.453854 -0.317 -0.152 -0.057 -0.8228
C 0.749729 1.203250 0.853786 -1.544 1.687 -0.072 0.2539
N -0.143224 -0.947958 0.628317 -0.242 1.026 -0.030 -0.3859
N -0.583062 1.217311 0.866453 2.057 0.308 1.164 -0.5120
H 0.244360 -2.844751 0.277302 -0.163 0.270 -0.021 0.3621
H -0.131940 -1.987667 -1.081483 -0.068 -0.030 0.135 0.3377
H -2.752175 0.679058 -0.287087 -0.016 -0.036 -0.124 0.3947
H -2.452940 -0.992022 -0.459485 -0.126 -0.001 -0.069 0.3945
H 1.237500 1.730555 1.685406 -0.105 0.028 -0.200 0.1689
H 2.491435 0.410882 -0.089586 -0.003 0.029 -0.154 0.2301
H 1.101885 0.595919 -1.197092 0.048 -0.002 0.109 0.2179
H 2.015689 2.015495 -0.645890 -0.089 -0.001 0.160 0.2255